{"formula": "C16H37AsF3MoN2O3P2S", "method": "ωB97M-V with the def2-TZVPD basis set", "species": ["Mo", "C", "P", "C", "C", "C", "P", "C", "C", "H", "H", "H", "H", "H", "H", "H", "H", "H", "H", "H", "H", "H", "H", "H", "H", "C", "As", "C", "C", "S", "H", "H", "H", "H", "H", "H", "H", "H", "H", "C", "N", "C", "C", "O", "N", "C", "C", "H", "H", "H", "H", "H", "H", "H", "H", "H", "H", "H", "H", "F", "C", "F", "F", "C", "O", "O"], "coordinates": [[0.6978, -0.2890, 0.2760], [3.3402, 0.1585, 2.8443], [2.7591, -0.9229, 1.5004], [2.9183, -2.5782, 2.2384], [4.1390, -0.8592, 0.2779], [3.6328, -1.2207, -1.1147], [2.2519, -0.1212, -1.6030], [1.6714, -0.8484, -3.1612], [3.0377, 1.4639, -2.0279], [4.3479, -0.1496, 3.1304], [2.6834, 0.0514, 3.7099], [3.3602, 1.2020, 2.5245], [3.9182, -2.6553, 2.6716], [2.7913, -3.3701, 1.4978], [2.1888, -2.7122, 3.0404], [4.9260, -1.5539, 0.5881], [4.5576, 0.1527, 0.2876], [3.2600, -2.2531, -1.1311], [4.4381, -1.1388, -1.8527], [2.5119, -0.9304, -3.8542], [0.9020, -0.2278, -3.6206], [1.2672, -1.8477, -2.9723], [3.8717, 1.2699, -2.7048], [3.4121, 1.9676, -1.1344], [2.3282, 2.1214, -2.5297], [-2.1384, 1.0781, 2.8451], [-1.0653, 2.5751, 2.1822], [-2.1313, 3.7330, 1.0232], [-0.4337, 3.6624, 3.6565], [0.7177, 1.9192, 1.0063], [-3.0313, 0.9526, 2.2286], [-2.4418, 1.3207, 3.8669], [-1.5634, 0.1480, 2.8660], [-3.1893, 3.5965, 1.2655], [-1.9618, 3.5084, -0.0299], [-1.8597, 4.7764, 1.2126], [-1.2989, 4.1642, 4.1034], [0.2708, 4.4140, 3.2890], [0.0492, 3.0463, 4.4179], [-3.3406, 1.5676, -2.7751], [-2.0945, 1.0707, -2.2100], [-0.9350, 1.8834, -2.5368], [-1.9724, -0.0774, -1.5168], [-0.9410, -0.2264, -0.7472], [-2.9016, -1.0388, -1.5293], [-2.9796, -1.9873, -0.4328], [-3.7808, -1.3480, -2.6421], [-3.3749, 2.6465, -2.6232], [-4.2053, 1.1324, -2.2852], [-3.3982, 1.3892, -3.8511], [-0.6624, 1.7340, -3.5850], [-0.0836, 1.6321, -1.8959], [-1.1767, 2.9395, -2.4086], [-2.5382, -1.5648, 0.4736], [-2.4787, -2.9255, -0.6828], [-4.0317, -2.2038, -0.2428], [-3.4536, -0.8510, -3.5485], [-4.8145, -1.0787, -2.4211], [-3.7451, -2.4253, -2.8111], [-1.4070, -4.0153, 2.4877], [-0.5091, -4.0086, 1.5195], [0.5537, -4.7146, 1.8874], [-1.0345, -4.5694, 0.4299], [-0.0678, -2.5631, 1.1568], [0.6371, -2.4157, 0.1334], [-0.3994, -1.5854, 1.8431]], "forces_ev_per_angstrom": [[-1.4716, -0.0918, 0.7888], [-0.2775, 0.1030, -0.0603], [1.8956, -0.1526, 0.6788], [-0.3616, -0.0699, -0.1048], [-0.1580, 0.0352, -0.0259], [-0.0123, -0.0744, 0.0680], [1.0823, -0.2600, -0.8102], [-0.2732, 0.0154, 0.1388], [-0.1988, 0.0072, 0.2008], [-0.0411, -0.0237, -0.0297], [0.0383, 0.0553, -0.0268], [-0.0071, -0.0808, 0.0479], [-0.0454, 0.0798, -0.0452], [-0.0007, 0.0894, 0.0516], [0.0275, -0.0191, -0.0495], [-0.0634, 0.1500, 0.0508], [0.0076, -0.0944, 0.0629], [0.0358, 0.1328, -0.0973], [-0.1554, -0.0400, -0.0114], [0.0059, 0.0216, 0.0747], [0.0101, -0.0292, 0.0035], [0.0422, 0.1105, -0.0284], [-0.0286, -0.0428, -0.0011], [-0.0235, -0.0253, -0.0591], [-0.0128, 0.0178, 0.0225], [0.1924, 0.0622, -0.0297], [-0.5931, 0.0611, 0.2490], [0.1029, -0.0010, 0.0959], [0.1446, -0.0867, -0.0094], [0.3009, 0.0483, 0.1880], [0.1660, 0.1072, -0.0226], [0.0368, 0.0973, -0.1077], [-0.0059, 0.2499, -0.0621], [0.1651, -0.0755, 0.0552], [0.0438, -0.1211, 0.1321], [0.0672, -0.2235, 0.0330], [0.0186, -0.1224, -0.1742], [-0.1276, -0.1417, -0.0460], [-0.0539, -0.0310, -0.1679], [-0.4089, 0.1257, -0.2315], [0.2643, -0.5957, 0.4274], [0.4748, -0.0097, -0.0645], [-1.1386, 0.0902, -0.6746], [-0.2615, -0.0132, -0.2189], [0.7692, 0.6484, 0.2317], [0.0960, -0.2672, 0.4985], [-0.3533, -0.0478, -0.4693], [0.0277, -0.0261, 0.0411], [0.0494, -0.0518, 0.0261], [-0.0109, -0.0248, 0.0679], [0.0217, 0.0605, 0.0150], [-0.2904, 0.1277, -0.2082], [0.0090, -0.0707, 0.0490], [-0.1680, -0.0881, -0.1673], [-0.0343, 0.0581, -0.0364], [0.0643, 0.0182, 0.0116], [-0.0080, -0.0216, -0.0280], [0.0333, 0.0129, -0.0202], [0.0573, 0.0540, 0.0030], [0.1082, 0.2111, -0.0404], [-0.1903, -0.2212, -0.0856], [0.1054, 0.1089, 0.0618], [-0.0077, 0.0535, -0.0332], [-0.7651, -1.1742, 0.7885], [0.9859, 0.4700, -1.1179], [0.0985, 0.9359, 0.2014]], "lowdin_spin": [1.746, 0.000, 0.010, 0.000, 0.009, 0.005, 0.035, 0.003, 0.014, -0.001, 0.000, 0.000, -0.001, 0.000, 0.000, 0.000, 0.000, 0.000, 0.000, 0.000, 0.000, 0.000, 0.001, 0.000, 0.000, 0.006, 0.024, -0.001, 0.003, -0.009, 0.000, 0.001, 0.000, 0.000, 0.000, 0.000, 0.001, 0.000, 0.000, 0.001, 0.007, 0.001, 0.010, 0.075, 0.010, 0.002, 0.001, 0.000, 0.000, 0.000, 0.000, 0.001, 0.000, 0.000, 0.000, 0.000, 0.000, 0.000, 0.001, 0.000, 0.000, 0.000, 0.000, 0.011, 0.003, 0.029], "charge": 3, "lumo_energy_ev": [-11.2, -10.9], "orbital_gap_ha": [0.2495, 0.2616], "spin_multiplicity": 3}